{"formula": "CH2ClN", "method": "ωB97M-V with the def2-TZVPD basis set", "spin_multiplicity": 1, "e_homo_ev": -11.4167, "relative_energy_kcal_mol": 5.0, "orbital_gap_ev": 12.4, "e_tot_ev": -15081.0169, "elements": ["C", "N", "H", "Cl", "H"], "xyz": [[-0.325530, -0.264027, -1.026790], [0.263048, 0.167236, -0.156966], [-1.047022, -0.779974, -1.663397], [-1.976515, -0.944209, 1.829128], [-0.656242, -1.004722, 2.213771]], "forces_ev_per_angstrom": [[-1.629, -1.162, -0.957], [1.023, 0.662, 0.631], [0.774, 0.555, 0.206], [2.117, -0.217, 0.866], [-2.284, 0.163, -0.746]]}

{"formula": "C29H38CuNO3P2Si", "method": "ωB97M-V with the def2-TZVPD basis set", "total_charge": 1, "spin_multiplicity": 2, "e_homo_ev": [-10.4356, -10.4324], "relative_energy_kcal_mol": 41.8, "orbital_gap_ev": [7.4, 5.4], "e_tot_ev": -109412.3576, "elements": ["Cu", "P", "C", "C", "N", "C", "C", "C", "C", "C", "P", "H", "H", "H", "H", "H", "H", "H", "H", "O", "H", "H", "O", "H", "C", "H", "H", "H", "C", "H", "H", "H", "C", "H", "H", "H", "C", "H", "H", "H", "O", "Si", "C", "C", "C", "C", "C", "C", "C", "C", "C", "C", "C", "C", "C", "C", "C", "C", "C", "C", "H", "H", "H", "H", "H", "H", "H", "H", "H", "H", "H", "H", "H", "H", "H"], "xyz": [[-0.216638, -0.292007, -1.155899], [-2.359411, -0.558056, -0.769625], [-3.305430, -0.070913, -2.215620], [-2.635340, 0.786651, -3.117611], [-1.263910, 0.846000, -2.992114], [-0.536027, 1.671119, -3.751837], [-1.128321, 2.525067, -4.698307], [-2.517794, 2.463544, -4.874271], [-3.256445, 1.562876, -4.135780], [0.981645, 1.591542, -3.540924], [1.347170, 0.000235, -2.672752], [-4.326414, 1.431990, -4.245159], [-0.497156, 3.213043, -5.251988], [-3.004249, 3.113862, -5.589248], [1.531054, 1.654477, -4.493705], [1.322832, 2.409140, -2.879210], [-2.967799, -1.923241, -3.138266], [-4.360132, -0.305857, -2.352481], [-1.084884, -3.105024, -2.760812], [-2.781999, -2.861370, -3.328223], [-2.772559, -3.011695, -4.287786], [-0.140942, -2.002863, -1.726560], [-0.169695, -3.032675, -2.359636], [-0.147044, -3.826256, -1.783136], [1.513388, -1.095069, -4.112757], [2.137119, -0.598690, -4.867000], [1.999588, -2.036783, -3.817884], [0.530564, -1.273916, -4.572699], [3.034800, 0.247543, -2.085167], [3.466286, -0.728403, -1.830897], [3.653623, 0.725373, -2.856218], [3.003067, 0.874190, -1.184567], [-2.926013, 0.773083, 0.331598], [-3.979296, 0.977236, 0.084223], [-2.805817, 0.477290, 1.378755], [-2.325844, 1.664792, 0.114564], [-3.148737, -2.040530, -0.102129], [-2.713883, -2.274568, 0.877325], [-4.222188, -1.846659, 0.014689], [-3.016206, -2.903444, -0.766975], [0.475417, 0.625410, 0.333503], [0.892682, 0.353502, 1.848096], [-0.461832, -0.438296, 2.888667], [-1.081024, 0.250861, 3.936499], [-2.115829, -0.359025, 4.661418], [-2.508549, -1.667754, 4.359169], [-1.870843, -2.368730, 3.329895], [-0.842656, -1.757160, 2.604162], [2.347741, -0.818114, 2.035148], [3.051433, -0.866999, 3.244102], [4.127209, -1.748460, 3.394943], [4.482039, -2.605289, 2.345949], [3.755198, -2.587824, 1.147208], [2.687068, -1.694409, 0.994502], [1.278017, 2.035165, 2.557868], [0.253100, 2.993608, 2.567596], [0.507258, 4.289447, 3.037694], [1.794083, 4.634114, 3.472923], [2.831968, 3.696070, 3.394447], [2.580126, 2.397648, 2.921679], [-0.754333, 1.263642, 4.193546], [-2.602098, 0.194151, 5.469374], [-3.312821, -2.145162, 4.923462], [-2.161613, -3.395512, 3.095606], [-0.326765, -2.309254, 1.811713], [2.761935, -0.211794, 4.070328], [4.681767, -1.764702, 4.332824], [5.316457, -3.296516, 2.457147], [4.012505, -3.261188, 0.322806], [2.117579, -1.670277, 0.055312], [-0.748072, 2.732418, 2.208794], [-0.306536, 5.011648, 3.084322], [1.993284, 5.641697, 3.847372], [3.840589, 3.956288, 3.723324], [3.394551, 1.669763, 2.844696]], "forces_ev_per_angstrom": [[0.094, -0.211, 0.051], [-0.158, -0.587, 0.581], [0.177, -0.078, -0.512], [0.925, 0.450, -0.918], [-0.325, 0.968, -0.291], [-0.117, -0.398, 0.226], [-0.287, -0.163, 0.266], [0.597, -0.023, -0.014], [-0.285, -0.560, 0.779], [-0.763, 0.155, 0.471], [0.666, -0.323, -0.427], [0.015, 0.285, -0.190], [-0.210, -0.077, -0.027], [0.008, -0.063, -0.034], [-0.175, -0.004, 0.351], [-0.195, -0.225, -0.288], [-0.035, -0.163, -0.440], [0.083, 0.192, 0.137], [-0.176, 0.580, -0.168], [0.689, -0.364, -0.016], [-0.234, 0.341, 0.337], [-0.254, -0.206, -0.804], [-0.504, -0.405, 0.726], [0.414, 0.421, 0.043], [0.287, -0.045, -0.386], [-0.014, -0.196, 0.115], [-0.330, 0.230, -0.171], [0.270, -0.114, 0.240], [0.298, 0.025, -0.036], [-0.028, 0.264, 0.044], [-0.091, -0.120, 0.187], [0.016, -0.198, -0.160], [-0.132, 0.264, -0.043], [0.280, -0.030, 0.350], [0.042, 0.095, -0.123], [-0.101, -0.166, 0.183], [-0.523, -0.230, -0.087], [-0.106, 0.183, -0.249], [0.136, -0.200, 0.090], [-0.042, 0.220, 0.120], [-0.097, 0.022, -0.262], [0.070, 0.364, 0.123], [0.160, 0.089, -0.153], [-0.464, -0.389, 0.173], [0.156, -0.011, -0.060], [0.011, 0.158, -0.104], [0.210, 0.094, -0.060], [-0.483, 0.097, 0.389], [-0.251, 0.053, -0.242], [0.377, -0.450, -0.184], [-0.171, 0.009, -0.171], [-0.256, 0.110, -0.183], [-0.140, 0.125, 0.070], [0.473, -0.110, 0.365], [0.237, -0.132, -0.209], [0.431, 0.547, 0.361], [0.093, -0.388, -0.026], [0.064, -0.252, -0.185], [-0.127, -0.152, -0.021], [-0.280, 0.695, 0.325], [-0.187, -0.404, -0.086], [0.125, -0.262, -0.238], [0.268, 0.164, -0.152], [0.039, 0.255, 0.160], [-0.116, 0.097, 0.214], [0.120, -0.223, -0.231], [-0.090, -0.059, -0.241], [-0.178, 0.180, 0.013], [0.017, 0.176, 0.371], [0.215, 0.043, 0.330], [0.306, 0.072, 0.174], [0.229, -0.060, -0.036], [-0.070, -0.365, -0.099], [-0.314, 0.037, -0.143], [-0.292, 0.349, 0.100]]}

{"formula": "C36H84Cl6N6O14P2", "method": "ωB97M-V with the def2-TZVPD basis set", "spin_multiplicity": 1, "e_homo_ev": -7.8583, "orbital_gap_ev": 8.0, "e_tot_ev": -170009.8630, "elements": ["C", "O", "N", "C", "C", "H", "H", "H", "H", "H", "H", "H", "C", "O", "N", "C", "C", "H", "H", "H", "H", "H", "H", "H", "C", "O", "N", "C", "C", "H", "H", "H", "H", "H", "H", "H", "C", "O", "N", "C", "C", "H", "H", "H", "H", "H", "H", "H", "C", "O", "N", "C", "C", "H", "H", "H", "H", "H", "H", "H", "C", "O", "N", "C", "C", "H", "H", "H", "H", "H", "H", "H", "Cl", "C", "C", "Cl", "H", "H", "H", "H", "Cl", "C", "C", "Cl", "H", "H", "H", "H", "Cl", "C", "C", "Cl", "H", "H", "H", "H", "C", "C", "O", "P", "O", "O", "C", "C", "O", "C", "C", "H", "H", "H", "H", "H", "H", "H", "H", "H", "H", "H", "H", "H", "H", "H", "C", "C", "O", "P", "O", "O", "C", "C", "O", "C", "C", "H", "H", "H", "H", "H", "H", "H", "H", "H", "H", "H", "H", "H", "H", "H"], "xyz": [[2.730687, -1.122164, -2.271979], [1.614370, -0.745019, -1.977780], [3.833044, -0.730148, -1.592303], [5.163720, -1.198261, -1.957183], [3.680660, 0.183354, -0.488387], [2.950611, -1.721079, -3.168206], [5.850363, -0.351545, -1.900489], [5.112888, -1.563215, -2.981112], [5.552813, -1.973941, -1.295871], [4.298201, 1.068349, -0.652896], [2.634980, 0.479309, -0.418657], [3.879699, -0.305457, 0.466987], [-1.253073, 5.510397, 0.838065], [-1.736505, 4.399447, 0.871389], [-1.899408, 6.680143, 1.085405], [-3.334323, 6.647619, 1.297194], [-1.241733, 7.943667, 0.912597], [-0.200546, 5.673021, 0.545929], [-3.691564, 5.639465, 1.467451], [-3.872475, 7.103190, 0.461969], [-3.574346, 7.267637, 2.166225], [-1.843665, 8.695333, 0.385937], [-1.100050, 8.409901, 1.893538], [-0.324191, 7.942590, 0.328640], [-1.325365, -2.361272, -1.486232], [-1.559745, -3.529318, -1.233320], [-1.880004, -1.698213, -2.524415], [-1.621356, -0.322574, -2.912717], [-3.040206, -2.238443, -3.217424], [-0.696327, -1.718825, -0.854256], [-1.325952, -0.241636, -3.959865], [-0.856856, 0.121270, -2.276853], [-2.531831, 0.272956, -2.791927], [-3.840820, -1.499335, -3.119130], [-2.831150, -2.365065, -4.283616], [-3.434976, -3.195494, -2.887003], [4.106743, 1.665047, 5.020414], [3.423068, 0.901219, 5.673148], [4.777108, 1.316586, 3.910546], [4.609429, -0.015653, 3.337984], [5.583302, 2.284717, 3.160831], [4.169587, 2.734357, 5.274097], [3.557083, -0.132111, 3.082968], [4.858080, -0.811822, 4.041171], [5.282645, -0.134763, 2.493736], [5.470679, 2.108804, 2.094601], [5.253108, 3.287926, 3.427304], [6.626583, 2.185550, 3.464707], [-2.502664, 2.606541, -4.140277], [-2.147100, 2.408757, -2.997996], [-3.598596, 2.006354, -4.683843], [-3.918480, 2.145779, -6.078632], [-4.532355, 1.242150, -3.898837], [-2.041790, 3.327073, -4.835946], [-4.740128, 2.851948, -6.266864], [-4.271650, 1.179667, -6.450688], [-3.123751, 2.476348, -6.746510], [-4.131823, 1.024389, -2.906854], [-5.404312, 1.843512, -3.611097], [-4.881509, 0.321279, -4.360073], [4.108534, 6.243946, 1.080714], [3.134313, 6.644709, 1.686303], [4.205093, 5.013620, 0.532159], [3.123387, 4.047045, 0.589639], [5.383076, 4.642806, -0.246420], [5.035807, 6.831919, 0.971318], [3.540213, 3.060386, 0.408496], [2.385268, 4.293428, -0.172728], [2.593969, 4.021727, 1.540159], [6.016217, 3.923417, 0.281102], [5.097026, 4.216776, -1.205012], [6.007687, 5.530193, -0.336133], [-1.271369, 1.240558, 4.722488], [0.163274, 2.266396, 5.080179], [0.155627, 2.754642, 6.525091], [-0.076062, 1.456368, 7.700782], [0.201495, 3.107068, 4.392347], [1.022792, 1.613807, 4.953849], [-0.629304, 3.479090, 6.724993], [1.140583, 3.173897, 6.725874], [0.587495, 2.476068, -0.860519], [-0.366748, 1.239117, -0.005082], [-0.269194, 1.340883, 1.487245], [1.462305, 1.148177, 1.981592], [-0.058367, 0.272180, -0.400692], [-1.395232, 1.365136, -0.337785], [-0.853383, 0.552818, 1.947757], [-0.442414, 2.367782, 1.792599], [3.097240, 0.467479, -5.536440], [3.602046, 1.893438, -4.590285], [2.502526, 2.371481, -3.656361], [1.103061, 3.033601, -4.557885], [3.950203, 2.681485, -5.254492], [4.468819, 1.603866, -3.993717], [2.984291, 3.173168, -3.093011], [2.199944, 1.585817, -2.970123], [-4.418286, 2.182248, 0.396036], [-4.477635, 0.996738, 1.329487], [-4.921987, -0.201961, 0.716040], [-3.861200, -1.357749, 0.377187], [-2.600163, -0.820863, -0.147285], [-4.686113, -2.263902, -0.652617], [-4.742595, -1.891349, -2.031896], [-5.099664, -3.158877, -2.782628], [-3.807967, -2.156915, 1.739882], [-2.846895, -3.215328, 1.953980], [-2.886929, -4.335163, 0.920410], [-4.238853, 3.102458, 0.948099], [-3.520861, 2.035292, -0.215347], [-5.243961, 2.283407, -0.307358], [-3.494475, 0.893367, 1.801559], [-5.122098, 1.227590, 2.184439], [-5.513730, -1.129641, -2.182858], [-3.789325, -1.481602, -2.375903], [-6.007208, -3.654148, -2.441176], [-5.332861, -2.941130, -3.835154], [-4.278116, -3.872327, -2.847517], [-1.854245, -2.761489, 1.974590], [-3.094074, -3.629335, 2.927505], [-2.706919, -4.002956, -0.106716], [-2.103567, -5.056717, 1.149778], [-3.888844, -4.765367, 0.880544], [1.986463, -6.046711, -2.089779], [0.811667, -6.655554, -1.352934], [1.242812, -7.084513, -0.054632], [0.540046, -6.551367, 1.272794], [-0.928440, -6.648727, 1.287948], [1.323499, -7.440732, 2.354580], [0.606042, -7.850012, 3.495695], [-0.069106, -9.216505, 3.360209], [1.093523, -5.080207, 1.610856], [0.650381, -3.979014, 0.816610], [1.018528, -2.703021, 1.544151], [2.825471, -6.739148, -2.142880], [1.675474, -5.662610, -3.059328], [2.356114, -5.209006, -1.487205], [-0.037302, -5.970972, -1.330045], [0.540653, -7.569522, -1.888580], [1.184991, -7.867984, 4.422180], [-0.188759, -7.147320, 3.767062], [-0.955923, -9.111510, 2.730294], [0.566383, -9.949526, 2.862684], [-0.403579, -9.573007, 4.332857], [1.158093, -4.010702, -0.147924], [-0.435868, -3.977889, 0.727981], [0.560987, -2.676227, 2.534868], [2.105521, -2.631040, 1.628807], [0.691909, -1.786083, 1.049080]], "forces_ev_per_angstrom": [[0.223, 0.636, 0.007], [-0.506, -0.332, -0.172], [0.364, -0.398, -0.221], [-0.426, 0.407, 0.034], [-0.464, -0.155, 0.251], [-0.029, -0.203, 0.119], [0.072, -0.020, -0.172], [0.224, -0.098, -0.006], [-0.156, -0.093, 0.047], [0.155, -0.019, 0.209], [0.127, 0.133, -0.235], [0.414, 0.100, 0.022], [0.390, 0.399, -0.448], [-0.266, -0.160, 0.300], [-0.180, -1.066, -0.737], [-0.070, 0.902, 0.398], [-0.375, 1.404, 0.410], [0.031, 0.006, 0.163], [0.204, -0.107, -0.064], [0.088, -0.167, -0.182], [-0.035, -0.141, 0.094], [-0.443, -0.493, -0.139], [0.483, -0.059, -0.056], [0.214, -0.638, 0.352], [0.128, 0.853, -0.530], [0.809, -0.037, -1.030], [-0.613, -0.193, -1.130], [0.008, -0.040, 0.834], [7.688, -1.115, -6.892], [0.356, -0.343, -0.424], [0.172, -0.205, -0.046], [-0.016, -0.097, -0.263], [0.483, -0.323, 0.156], [2.588, -0.245, -10.284], [0.867, -0.375, -0.539], [3.393, 2.111, 0.019], [-0.483, -0.132, -0.021], [-0.072, -0.075, 0.079], [0.568, 0.177, -0.794], [-0.084, -0.027, 0.649], [-0.234, -0.298, 0.966], [0.265, 0.093, -0.027], [0.055, -0.260, -0.323], [-0.021, 0.176, 0.208], [-0.191, 0.144, -0.190], [-0.015, 0.116, -0.062], [0.000, 0.078, -0.204], [0.153, 0.048, -0.309], [-0.737, -0.318, 0.503], [0.179, 0.725, -0.165], [0.412, -0.059, -0.550], [-0.970, 0.103, -0.806], [-0.470, 0.506, 1.415], [0.302, -0.214, 0.033], [-0.030, -0.054, 0.272], [0.145, 0.029, -0.059], [0.443, -0.098, 0.522], [0.284, -0.075, -0.319], [-0.203, 0.058, -0.554], [0.227, 0.007, -0.315], [-0.283, -0.388, 0.299], [0.010, 0.134, -0.049], [0.748, -0.252, -0.130], [-0.172, 0.336, -0.160], [-0.002, 0.285, 0.852], [-0.088, 0.104, -0.103], [-0.112, -0.094, -0.090], [-0.036, -0.213, -0.058], [0.228, 0.234, 0.124], [-0.212, -0.254, 0.040], [0.054, 0.206, -0.192], [-0.057, 0.009, -0.478], [0.053, 0.382, -0.110], [-0.019, -0.600, 0.782], [0.000, 0.137, -0.390], [0.053, -0.299, 0.205], [-0.107, -0.032, -0.071], [0.037, 0.061, -0.192], [0.063, 0.101, -0.142], [-0.089, 0.182, 0.018], [-0.003, 0.029, 0.013], [-0.451, -0.279, -0.542], [0.930, 0.533, -0.691], [0.058, -0.397, 0.305], [0.281, 0.068, 0.249], [-0.046, 0.161, 0.195], [-0.082, 0.217, 0.272], [-0.804, -0.209, 0.215], [0.134, 0.074, -0.059], [-0.076, -0.060, 0.257], [0.849, 0.145, -0.421], [0.319, -0.185, 0.337], [-0.294, -0.076, -0.231], [-0.111, -0.177, 0.081], [-0.460, 0.177, 0.158], [-0.364, 0.025, -0.117], [1.009, -0.415, -0.759], [-0.031, 0.996, 1.226], [0.218, -0.685, -0.378], [-1.451, 0.323, 0.171], [-0.040, 0.305, 0.772], [-0.060, 0.146, 1.977], [-5.405, -0.156, 6.028], [-2.697, -0.661, -0.774], [-0.276, 0.201, -0.792], [0.340, -0.676, -0.520], [-0.907, 0.549, -0.082], [-0.178, 0.029, 0.070], [-0.106, 0.225, -0.191], [-0.310, -0.060, 0.342], [0.080, -0.306, -0.258], [-0.349, -0.347, -0.245], [-0.469, 0.006, 0.021], [-2.356, 1.334, 10.029], [-0.114, 0.283, 0.518], [0.186, 0.143, 0.117], [-2.387, -1.408, 0.756], [0.016, 0.079, 0.165], [0.064, 0.244, 0.162], [-0.234, -0.013, 0.979], [-0.505, -0.141, 0.109], [0.044, -0.412, 0.464], [0.170, 0.610, 0.899], [0.294, -0.518, -0.886], [-0.089, 0.493, 0.785], [0.310, -0.203, 0.446], [0.602, -0.174, -0.048], [-0.042, 0.559, -0.760], [-1.526, -0.639, 1.709], [-0.214, 0.356, -0.845], [0.095, -1.150, -0.091], [-0.375, 1.079, 0.299], [0.458, 0.183, 0.211], [-0.154, -0.154, -0.321], [0.116, -0.165, -0.110], [-0.019, 0.104, -0.227], [-0.052, -0.064, 0.251], [-0.379, 0.107, 0.162], [0.948, 0.142, -0.610], [0.042, 0.222, -0.440], [0.016, -0.021, 0.005], [0.195, -0.027, 0.284], [0.165, -0.057, 0.056], [-0.307, -0.054, -0.150], [0.253, -0.432, -0.470], [0.176, -0.145, 0.069], [-0.016, 0.029, 0.257], [-0.122, -0.229, -0.353]]}